Molecular formula: C10H12NOP
Method: DFT, the ωB97M-V functional and the def2-TZVPD basis

```
25
C10H12NOP the ωB97M-V functional and the def2-TZVPD basis
C 2.6060 0.3710 1.8408
C 2.0223 1.1690 0.7941
C 2.5360 -1.0110 1.7930
C 1.1418 0.5419 -0.0455
C 1.7372 -1.6626 0.8471
C 0.9259 -0.9059 -0.0103
C -1.9612 -2.3588 1.0083
C 0.3639 -2.5054 -1.6978
C -2.3291 -1.3012 1.4832
C 0.0043 -1.4109 -1.0024
N -1.7956 3.4248 -1.7850
O -2.5217 -1.3619 -1.9933
P -1.7192 -0.5554 -1.0551
H 3.2738 0.8347 2.6302
H 2.1650 2.3200 0.7015
H 3.0878 -1.7536 2.4855
H 0.6114 1.2452 -0.7688
H 1.8157 -2.6847 0.9803
H -1.7809 -3.0830 0.2633
H -2.1609 2.9640 -2.6325
H -0.2072 -2.8941 -2.4278
H 1.2659 -3.0711 -1.6236
H -2.5433 -0.6356 2.2665
H -2.0500 2.8649 -1.0064
H -2.2213 4.3501 -1.6967
```

Values from the calculation:
molar mass = 193.186 g mol⁻¹
ΔE to the lowest compared entry with this formula, charge and spin = 448.97 kJ/mol
frontier orbital gap = 8.30 eV